No. 1
DFT (the ωB97M-V functional and the def2-TZVPD basis) results for a structure of composition C24H40BeBr6F6NO18S2.

```
! wB97M-V def2-TZVPD RIJCOSX def2/J DEFGRID3
* xyz 1 1
Be -40.761 36.263 5.825
C -40.457 38.850 8.834
F -40.383 39.689 7.820
F -39.676 39.258 9.790
F -41.671 38.637 9.257
S -39.691 37.189 8.189
O -38.665 36.871 9.115
O -40.719 36.161 8.026
N -39.096 37.495 6.686
S -37.494 37.884 6.679
O -37.130 38.771 7.736
O -36.596 36.812 6.406
C -37.339 39.004 5.155
F -36.147 39.530 5.099
F -37.636 38.352 4.042
F -38.193 40.021 5.306
Br -37.700 39.130 0.889
C -36.997 40.664 1.895
C -38.217 41.439 2.371
Br -37.732 43.052 3.373
H -36.418 41.289 1.223
H -36.367 40.315 2.705
H -38.917 40.957 3.041
H -38.749 41.770 1.483
Br -45.120 33.552 9.265
C -43.832 34.319 10.544
C -42.590 34.743 9.836
Br -41.270 35.370 11.151
H -43.742 33.606 11.361
H -44.225 35.189 11.073
H -42.825 35.574 9.172
H -42.133 34.017 9.167
Br -40.553 41.169 13.931
C -42.252 40.625 13.094
C -42.292 39.242 12.446
Br -42.401 37.971 13.972
H -42.498 41.387 12.353
H -42.985 40.725 13.888
H -41.414 39.068 11.838
H -43.208 39.309 11.861
C -35.365 36.663 12.547
C -35.511 38.169 12.698
C -36.462 38.910 11.682
O -37.519 39.343 12.544
C -37.229 39.134 13.833
O -37.833 39.478 14.801
O -36.008 38.594 13.961
H -35.224 36.411 11.496
H -36.228 36.149 12.972
H -34.490 36.300 13.084
H -34.517 38.616 12.643
H -36.824 38.247 10.895
H -35.959 39.726 11.163
C -38.526 42.554 11.216
C -37.503 42.019 10.211
C -37.723 42.676 8.851
O -36.396 42.725 8.320
C -35.522 42.680 9.345
O -34.362 42.701 9.213
O -36.203 42.503 10.504
H -38.295 42.175 12.210
H -39.524 42.230 10.930
H -38.450 43.637 11.309
H -37.599 40.935 10.177
H -38.184 43.659 8.939
H -38.314 42.038 8.200
C -34.562 33.756 6.643
C -33.680 33.287 5.502
C -33.757 33.977 4.137
O -32.380 34.127 3.781
C -31.560 33.761 4.806
O -30.393 33.888 4.799
O -32.330 33.546 5.901
H -34.665 34.834 6.530
H -34.159 33.456 7.609
H -35.559 33.311 6.690
H -33.667 32.204 5.339
H -34.167 34.978 3.999
H -34.217 33.251 3.464
C -30.145 41.399 5.128
C -31.464 41.405 4.382
C -32.494 40.432 4.959
O -33.692 41.181 4.773
C -33.461 42.454 4.429
O -34.291 43.292 4.352
O -32.125 42.674 4.308
H -29.536 40.527 4.888
H -30.354 41.230 6.191
H -29.559 42.313 5.072
H -31.169 41.133 3.363
H -32.389 40.141 6.004
H -32.621 39.554 4.324
O -38.409 36.160 1.886
H -37.854 36.904 2.149
H -38.692 36.377 0.992
O -40.980 34.007 6.652
H -41.648 33.410 7.028
H -40.361 33.427 6.183
*
```

Results
frontier orbital gap: 2.65 eV
highest occupied orbital energy: -11.56 eV
max |F|: 4.7 eV/A
E_tot: -19201.5720 Ha

=====

No. 2
DFT (the ωB97M-V functional and the def2-TZVPD basis) results for the ion C24H40BrFN4O5PS with charge +1.

```
! wB97M-V def2-TZVPD RIJCOSX def2/J DEFGRID3
* xyz 1 1
C -1.964 -3.039 0.359
C -1.848 -2.463 -0.866
C -2.418 -1.129 -1.221
C -1.514 0.114 -1.119
C -2.422 1.327 -1.502
C -2.060 2.089 -2.788
O -2.735 3.337 -2.757
N -0.150 0.108 -1.697
C -0.105 -0.324 -3.107
C 0.444 -1.739 -3.425
C 1.191 -2.485 -2.311
O 1.217 -1.599 -4.609
C 0.459 1.180 -1.162
N 1.561 1.893 -1.434
P 2.273 3.379 -0.572
C 2.307 4.605 -1.950
C 1.087 4.156 0.599
C 1.840 5.310 1.298
S 2.560 1.448 -2.727
O 1.962 1.893 -3.930
O 3.849 1.944 -2.436
F 2.607 -0.075 -2.598
N -0.229 1.592 -0.012
C -1.075 0.412 0.360
Br 0.331 -0.818 1.126
C -2.137 0.649 1.410
C -1.678 0.659 2.884
C -1.905 -0.689 3.617
N -0.685 -1.166 4.286
C -0.490 -2.632 4.198
C 0.967 -3.032 4.107
C 1.492 -3.629 2.966
C 2.832 -4.019 2.921
C 3.644 -3.812 4.026
C 3.118 -3.223 5.171
C 1.794 -2.818 5.218
O 1.276 -2.217 6.350
H -1.056 -3.362 0.856
H -2.948 -3.133 0.812
H -1.387 -3.056 -1.653
H -3.301 -0.949 -0.607
H -2.799 -1.171 -2.250
H -3.425 0.939 -1.658
H -2.526 2.076 -0.726
H -2.463 1.529 -3.633
H -0.987 2.254 -2.907
H -3.331 3.388 -3.506
H -1.127 -0.304 -3.477
H 0.400 0.364 -3.778
H -0.404 -2.365 -3.715
H 0.879 -3.525 -2.282
H 2.251 -2.520 -2.573
H 1.136 -2.029 -1.329
H 1.927 -2.247 -4.612
H 3.288 4.578 -2.410
H 2.034 5.577 -1.552
H 1.588 4.307 -2.716
H 0.796 3.458 1.379
H 0.172 4.487 0.106
H 1.256 5.579 2.171
H 2.824 4.954 1.597
H 1.931 6.155 0.623
H 0.505 1.567 0.702
H -2.572 1.634 1.237
H -2.966 -0.045 1.296
H -2.336 1.378 3.375
H -0.667 1.032 3.030
H -2.721 -0.561 4.331
H -2.272 -1.406 2.882
H -0.840 -0.989 5.270
H -1.007 -3.086 3.354
H -0.900 -3.089 5.103
H 0.867 -3.801 2.099
H 3.203 -4.457 2.005
H 4.677 -4.124 3.974
H 3.741 -3.074 6.043
H 1.095 -1.305 6.097
*
```

Results
frontier orbital gap: 7.94 eV
SMILES: C=CC[C@]1(CCO)N(C[C@H](C)O)C(N(P(C)CC)S(=O)(=O)F)=[NH+][C@@]1(Br)CCCNCc1ccccc1O
highest occupied orbital energy: -10.88 eV
max |F|: 3.4 eV/A
E_tot: -4946.7504 Ha

=====

No. 3
DFT (the ωB97M-V functional and the def2-TZVPD basis) results for a structure of composition C24H40IrN2O2PS2Te.

```
! wB97M-V def2-TZVPD RIJCOSX def2/J DEFGRID3
* xyz 1 2
Ir -1.476 -0.430 -1.427
C 5.246 -1.475 0.344
C 4.870 -0.254 -0.509
C 5.203 1.035 0.258
C 5.686 -0.285 -1.800
C 3.373 -0.291 -0.783
C 2.831 -0.352 -2.062
C 1.460 -0.386 -2.223
N 0.608 -0.369 -1.197
C 1.101 -0.305 0.053
C 2.466 -0.265 0.273
C 0.106 -0.300 1.153
C 0.449 -0.194 2.495
C -0.533 -0.184 3.477
C -1.855 -0.280 3.043
C -2.130 -0.385 1.697
N -1.167 -0.401 0.774
C -0.219 -0.065 4.963
C 1.284 0.005 5.232
C -0.793 -1.290 5.690
C -0.879 1.212 5.503
H 6.318 -1.463 0.550
H 5.012 -2.406 -0.177
H 4.725 -1.480 1.303
H 6.276 1.084 0.443
H 4.698 1.077 1.224
H 4.916 1.918 -0.316
H 6.748 -0.252 -1.555
H 5.469 0.574 -2.437
H 5.509 -1.199 -2.371
H 3.455 -0.371 -2.942
H 1.009 -0.428 -3.204
H 2.834 -0.213 1.286
H 1.487 -0.109 2.775
H -2.678 -0.272 3.744
H -3.144 -0.456 1.322
H 1.803 -0.890 4.882
H 1.453 0.082 6.306
H 1.740 0.882 4.766
H -0.368 -2.216 5.297
H -1.878 -1.347 5.595
H -0.555 -1.231 6.752
H -0.516 2.095 4.975
H -0.644 1.327 6.562
H -1.965 1.178 5.405
C -4.489 4.732 -0.640
C -4.546 3.992 -1.952
O -4.615 2.559 -1.681
P -3.523 1.581 -2.228
S -3.858 -0.307 -1.622
S -1.638 1.966 -1.617
O -3.678 1.776 -3.790
C -2.879 1.033 -4.743
C -3.799 0.424 -5.771
H -4.485 5.806 -0.826
H -3.585 4.471 -0.090
H -5.356 4.490 -0.027
H -3.674 4.202 -2.573
H -5.439 4.230 -2.524
H -2.309 0.264 -4.215
H -2.177 1.740 -5.183
H -4.476 -0.289 -5.302
H -3.212 -0.097 -6.528
H -4.390 1.196 -6.264
C -1.526 -4.005 -3.225
Te -1.530 -2.999 -1.351
C 0.399 -3.620 -0.699
H -0.690 -3.735 -3.863
H -2.463 -3.741 -3.709
H -1.515 -5.066 -2.992
H 0.518 -4.665 -0.978
H 0.400 -3.535 0.386
H 1.201 -3.027 -1.131
*
```

Results
frontier orbital gap (alpha / beta): 7.05 / 7.59 eV
highest occupied orbital energy (alpha / beta): -10.05 / -10.56 eV
max |F|: 0.6 eV/A
E_tot: -2708.5455 Ha

=====

No. 4
DFT (the ωB97M-V functional and the def2-TZVPD basis) results for a structure of composition C24H40N5O6SSi2TeV.

```
! wB97M-V def2-TZVPD RIJCOSX def2/J DEFGRID3
* xyz -1 4
V -0.378 -0.070 0.758
C 1.782 -2.097 0.745
C 2.470 -0.827 1.241
N 1.484 0.046 1.864
C 1.160 -0.306 3.246
C -0.093 -1.145 3.307
C -0.456 -1.919 4.384
C -1.722 -2.510 4.407
C -2.616 -2.178 3.383
C -2.192 -1.382 2.346
C -3.064 -0.791 1.268
N -2.277 -0.700 0.036
C -2.323 -1.953 -0.727
C -0.035 -2.725 -0.760
N 0.701 -1.654 -0.110
N -0.908 -0.951 2.242
H 1.360 -2.675 1.576
H 2.503 -2.738 0.208
H 2.879 -0.305 0.358
H 3.295 -1.061 1.932
H 1.813 1.007 1.818
H 0.948 0.618 3.797
H 2.006 -0.811 3.738
H 0.227 -2.055 5.212
H -2.021 -3.152 5.220
H -3.635 -2.537 3.422
H -3.321 0.231 1.575
H -3.995 -1.360 1.128
H -2.612 0.064 -0.551
H -3.153 -1.951 -1.456
H -2.474 -2.772 0.005
H 0.595 -3.281 -1.476
H -0.380 -3.430 0.025
H 1.105 -1.068 -0.845
O -1.387 5.508 -1.376
C -1.083 4.414 -0.917
C -0.226 3.373 -1.567
O 0.440 3.478 -2.603
C -0.314 2.203 -0.718
C -1.055 2.482 0.450
O -1.174 1.580 1.345
C -1.539 3.862 0.413
O -2.168 4.466 1.279
O 0.222 1.041 -0.860
O -2.806 -2.704 -3.427
S -1.375 -2.944 -3.068
N -1.129 -2.154 -1.477
C 0.651 -1.170 -6.126
Si 0.628 0.289 -4.881
C 1.579 1.768 -5.618
C -1.171 0.788 -4.523
C 1.476 -0.350 -3.303
Te 2.457 1.203 -2.160
C 4.420 0.840 -3.119
Si 5.432 -0.555 -2.363
C 4.541 -2.244 -2.473
C 7.106 -0.728 -3.270
C 5.815 -0.219 -0.509
H 0.329 -0.852 -7.113
H -0.019 -1.958 -5.798
H 1.646 -1.596 -6.226
H 1.121 2.122 -6.538
H 2.611 1.512 -5.841
H 1.577 2.587 -4.904
H -1.683 1.095 -5.431
H -1.200 1.622 -3.829
H -1.735 -0.030 -4.085
H 2.204 -1.126 -3.512
H 0.699 -0.762 -2.669
H 4.956 1.782 -3.033
H 4.254 0.677 -4.179
H 4.252 -2.463 -3.496
H 3.640 -2.254 -1.867
H 5.182 -3.054 -2.134
H 6.954 -0.873 -4.334
H 7.676 -1.572 -2.897
H 7.710 0.165 -3.145
H 5.787 -1.122 0.096
H 5.100 0.488 -0.096
H 6.801 0.216 -0.387
*
```

Results
frontier orbital gap (alpha / beta): 4.65 / 4.63 eV
highest occupied orbital energy (alpha / beta): -2.74 / -2.74 eV
max |F|: 3.4 eV/A
E_tot: -3853.0681 Ha